Density functional theory data (the ωB97M-V functional and the def2-TZVPD basis) for a cluster of 7 separate species, C40H40BrF18NO15 in total in a non-equilibrium geometry.

Computed properties:
orbital gap: 0.33750 Eh
total energy: -7103.29630 Eh

Geometry as XYZ:
```
115
C40H40BrF18NO15, DFT the ωB97M-V functional and the def2-TZVPD basis
O -1.85 -6.90 1.52
C -1.41 -6.74 2.64
C -2.25 -7.26 3.83
N -3.34 -6.38 4.23
C -4.33 -6.06 3.25
O -5.28 -6.73 2.95
C -3.93 -4.67 2.77
C -4.20 -4.00 1.62
C -3.68 -2.73 1.50
C -2.95 -2.17 2.52
C -2.69 -2.85 3.69
Br -1.69 -2.05 5.09
C -3.17 -4.12 3.81
C -3.04 -5.17 4.92
O -2.81 -5.04 6.10
C -0.07 -6.08 2.80
C 0.98 -6.50 2.00
C 2.22 -5.94 2.12
C 2.45 -4.91 3.01
C 1.41 -4.49 3.79
C 0.17 -5.07 3.70
H -1.60 -7.54 4.66
H -2.71 -8.20 3.49
H -4.80 -4.49 0.87
H -3.85 -2.16 0.59
H -2.54 -1.17 2.42
H 0.76 -7.31 1.31
H 3.01 -6.32 1.48
H 3.44 -4.49 3.07
H 1.59 -3.68 4.48
H -0.61 -4.72 4.36
C -8.69 -5.39 5.65
C -7.33 -4.75 5.86
O -7.42 -3.32 5.81
C -7.82 -2.72 6.93
O -8.09 -3.26 7.95
C -7.82 -1.20 6.73
F -8.37 -0.85 5.56
F -6.56 -0.72 6.74
F -8.49 -0.58 7.69
H -9.13 -5.04 4.72
H -8.59 -6.48 5.61
H -9.37 -5.13 6.46
H -6.65 -5.04 5.06
H -6.88 -5.08 6.80
C 5.00 0.28 -0.51
C 3.55 0.14 -0.13
O 2.99 -1.07 -0.67
C 3.21 -2.17 0.03
O 3.83 -2.25 1.05
C 2.51 -3.36 -0.65
F 2.69 -3.37 -1.97
F 1.18 -3.32 -0.43
F 2.95 -4.52 -0.17
H 5.12 0.21 -1.59
H 5.40 1.24 -0.17
H 5.60 -0.52 -0.07
H 2.97 0.96 -0.56
H 3.41 0.18 0.95
C 2.10 -0.44 -5.50
C 3.43 0.24 -5.25
O 3.29 1.67 -5.19
C 2.89 2.16 -4.02
O 2.64 1.52 -3.04
C 2.83 3.69 -4.09
F 2.24 4.12 -5.21
F 4.06 4.22 -4.06
F 2.14 4.20 -3.07
H 1.63 -0.03 -6.39
H 2.24 -1.51 -5.63
H 1.42 -0.27 -4.67
H 4.11 0.04 -6.08
H 3.91 -0.14 -4.35
C 4.88 5.79 -6.45
C 5.40 5.95 -7.86
O 6.84 6.05 -7.87
C 7.49 4.89 -7.83
O 7.00 3.81 -7.78
C 9.00 5.15 -7.90
F 9.37 6.15 -7.09
F 9.37 5.47 -9.14
F 9.70 4.07 -7.54
H 5.25 6.59 -5.81
H 3.79 5.80 -6.44
H 5.22 4.85 -6.02
H 5.03 6.89 -8.29
H 5.06 5.15 -8.51
C -1.25 7.37 -2.82
C -0.93 5.90 -2.63
O -2.01 5.22 -1.98
C -3.02 4.83 -2.76
O -3.10 5.01 -3.94
C -4.06 4.08 -1.93
F -4.31 4.69 -0.77
F -3.63 2.84 -1.64
F -5.21 3.96 -2.58
H -1.52 7.83 -1.86
H -0.40 7.90 -3.24
H -2.10 7.51 -3.48
H -0.07 5.79 -1.98
H -0.69 5.42 -3.58
C -1.31 3.77 2.99
C -0.73 3.88 1.60
O 0.70 4.03 1.65
C 1.40 2.91 1.78
O 0.95 1.81 1.87
C 2.90 3.23 1.76
F 3.21 4.29 2.52
F 3.31 3.50 0.51
F 3.62 2.20 2.20
H -1.01 4.62 3.61
H -2.40 3.73 2.95
H -0.96 2.86 3.49
H -1.11 4.78 1.11
H -1.00 3.03 0.98
```